{"formula": "C2H4NO2", "method": "ωB97M-V with the def2-TZVPD basis set", "smiles": "CN([O-])C=O", "total_charge": -1, "lumo_ev": 4.489, "de_lowest_kcal_mol": 71.3, "mol_weight_g_mol": 74.059, "species": ["C", "N", "O", "C", "O", "H", "H", "H", "H"], "coordinates": [[0.462269, -0.503516, 0.120591], [0.187990, 0.866410, -0.008836], [1.248486, 1.679919, 0.179449], [-1.043848, 1.265102, -0.081694], [-2.080514, 0.567617, -0.233723], [1.088285, -0.856047, -0.570639], [-0.649503, -0.957033, -0.028291], [0.839083, -0.640976, 1.143139], [-1.046544, 2.330992, -0.053136]], "forces_ev_per_angstrom": [[-5.32, -0.44, 2.71], [1.14, 0.11, 0.02], [0.08, 0.45, -0.02], [-0.95, -0.11, -0.54], [0.06, 0.10, 0.16], [2.67, -1.32, -2.76], [2.67, 0.33, 0.53], [0.03, -0.43, -0.19], [-0.37, 1.30, 0.08]]}



{"formula": "C2H4NO2", "method": "ωB97M-V with the def2-TZVPD basis set", "total_charge": -1, "lumo_ev": 4.386, "de_lowest_kcal_mol": 27.5, "mol_weight_g_mol": 74.059, "species": ["O", "C", "O", "H", "C", "N", "H", "H", "H"], "coordinates": [[-0.646676, 0.185455, -1.752875], [-0.018037, 1.266956, -1.796791], [0.780310, 1.728839, -0.957320], [-0.224420, 1.866699, -2.723084], [-0.061844, -0.792312, 1.110665], [0.617440, -1.062877, 2.156229], [0.364820, -0.107742, 0.381403], [-1.063112, -1.199640, 0.943009], [0.251520, -1.885374, 2.638767]], "forces_ev_per_angstrom": [[-0.11, -0.08, -0.11], [-0.15, -0.44, 0.17], [0.04, 0.23, -0.18], [0.16, 0.28, 0.00], [0.42, 0.13, 0.69], [0.50, -0.68, -0.58], [-0.47, 0.34, 0.03], [0.16, -0.21, -0.38], [-0.56, 0.43, 0.37]]}